# 1
14
Properties=species:S:1:pos:R:3:forces:R:3:mulliken_charge:R:1 method="wB97M-V/def2-TZVPD" lumo_ev=1.1 e_tot_ev=-6688.327 charge=0 orbital_gap_ev=10.4317 relative_energy_kcal_mol=50.3 multiplicity=1 smiles="C=N.NCN"
C 0.1990 -1.1379 -6.1006 -0.532 1.365 -1.098 -0.2365
N -0.5696 -0.3050 -6.7451 2.611 -0.887 1.510 -0.4742
H -0.1850 -2.0771 -5.7561 -0.431 -0.473 0.086 0.2668
H 1.2866 -0.9914 -5.8884 -0.826 0.205 -0.173 0.1901
H 0.0688 0.4989 -6.9114 -0.822 -0.210 -0.324 0.2538
N -0.2266 -0.8521 3.4840 -2.761 -0.071 0.392 -0.6237
C 0.0956 0.4801 2.8981 -0.937 0.945 -1.499 -0.2321
N 0.1776 1.6182 3.8165 -0.956 0.339 -1.820 -0.5540
H 0.1005 -0.6904 4.4329 -0.076 -0.720 0.156 0.2201
H -1.2799 -1.1562 3.6036 2.585 1.362 -0.479 0.2353
H 1.0586 0.2486 2.4507 0.370 0.659 0.102 0.2526
H -0.5224 0.9333 2.0103 0.612 -1.660 1.591 0.2838
H 0.5199 1.3911 4.6923 1.256 -0.719 1.953 0.1999
H -0.7233 2.0400 4.0132 -0.094 -0.135 -0.397 0.2181

# 2
50
Properties=species:S:1:pos:R:3:forces:R:3:mulliken_charge:R:1 method="wB97M-V/def2-TZVPD" lumo_ev=-2.1 e_tot_ev=-64627.769 charge=+1 orbital_gap_ev=9.6663 relative_energy_kcal_mol=42.8 multiplicity=1
Li -0.1636 -0.0843 -0.1168 1.650 1.078 0.943 1.0001
C -1.4076 2.5097 -2.4328 0.382 -0.038 -5.917 -0.8640
C -0.8356 1.1657 -3.2628 0.215 3.395 2.160 0.5667
O 0.2334 1.4137 -4.1048 -2.346 0.104 -2.739 -0.5690
H -0.5246 3.1667 -2.2538 -0.970 -0.393 -0.477 0.2510
H -2.0276 2.4577 -1.5708 -0.417 -0.805 0.566 0.1977
H -2.0496 2.8417 -3.3888 1.154 0.562 2.549 0.2901
H -1.5526 0.7817 -3.9208 -1.392 -0.801 -0.318 0.5091
H -0.5386 0.5977 -2.4668 0.498 -2.502 1.729 -0.6325
H 1.0754 1.5477 -3.7918 2.557 0.564 1.925 0.3235
C 1.8144 -0.3193 2.3862 0.457 -5.523 2.385 -0.0923
S 0.1714 -0.7173 3.0232 -0.034 -0.270 -3.262 0.2571
O -0.6626 -0.5043 1.7402 -0.021 0.575 2.766 -0.4548
C 0.5044 -2.4903 2.9692 2.823 -1.714 1.170 -0.7810
H 1.8704 -1.0133 1.4822 0.159 1.794 1.874 -0.2973
H 2.4194 -0.7823 3.2362 0.011 1.208 -1.133 0.3692
H 1.9724 0.6567 2.2172 0.479 3.484 -0.483 -0.0078
H 1.6174 -2.7093 3.3532 -2.584 0.617 0.273 0.2987
H 0.7184 -2.9663 1.9842 -1.305 0.961 0.274 0.1240
H -0.2596 -3.0113 3.5782 0.634 0.081 -0.436 0.3720
C -4.2836 -1.4173 -0.7208 2.353 -0.486 -1.223 -1.4399
S -2.5676 -1.5993 -0.8808 3.073 1.162 3.422 0.3711
O -1.7366 -0.3563 -0.3238 -4.863 -2.573 -3.026 -0.5389
C -2.3576 -2.7173 0.5402 0.187 -3.419 0.691 -1.0090
H -4.6156 -2.3693 -0.8758 -0.914 -2.824 -0.967 0.5836
H -4.5546 -0.8303 -1.4888 -1.435 2.230 -2.589 0.4581
H -4.6906 -1.1873 0.1472 -1.242 1.786 4.264 0.4259
H -1.3846 -3.1523 0.5502 1.508 0.503 -0.757 0.2208
H -2.8086 -3.7483 0.6942 -0.936 1.110 -1.638 0.4668
H -2.4096 -2.4793 1.5822 -0.511 2.096 0.281 0.3721
C 3.6284 -1.7043 -0.0658 1.390 -2.925 1.412 -1.0026
S 2.0014 -2.2163 -0.6588 0.331 -0.685 -1.406 0.4140
O 1.0294 -1.4913 0.2132 -0.613 -0.642 -1.221 -0.2902
C 1.9284 -1.2553 -2.1918 1.038 1.214 -0.260 -0.7782
H 4.4324 -2.2413 -0.7048 -1.296 1.463 0.685 0.4263
H 3.8324 -2.2363 1.0252 -0.887 1.608 -2.680 0.3229
H 3.5884 -0.6223 -0.0148 0.680 0.091 -0.003 0.3196
H 2.8054 -1.4803 -2.8518 -1.102 -0.111 0.304 0.4378
H 2.0524 -0.2073 -1.8798 0.381 -0.101 0.284 0.1051
H 0.9404 -1.1563 -2.6828 0.475 -1.199 0.158 0.3433
C 1.5604 3.7217 0.9702 -0.386 -2.315 4.181 -0.9919
S 0.0244 3.3897 0.2302 -0.137 -2.309 -0.605 0.4206
O 0.3154 1.9797 -0.2838 0.115 0.091 -0.257 -0.5534
C -0.9816 3.0497 1.6412 -3.522 0.973 -2.275 -0.8007
H 2.2954 3.3637 0.3322 1.513 0.404 -1.571 0.4018
H 1.7104 2.9917 1.8852 -0.657 0.911 -1.685 0.1012
H 1.6104 4.6257 1.4992 0.495 1.834 -0.184 0.4520
H -1.6166 2.1527 1.4342 0.328 0.811 -0.587 0.1096
H -1.6536 3.9297 1.7762 0.581 -0.678 0.463 0.3746
H -0.4676 2.7207 2.4412 2.103 -0.393 2.938 0.4174

# 3
12
Properties=species:S:1:pos:R:3:forces:R:3:mulliken_charge:R:1 method="wB97M-V/def2-TZVPD" lumo_ev=1.0 e_tot_ev=-15548.286 charge=0 orbital_gap_ev=9.3748 relative_energy_kcal_mol=31.3 multiplicity=1 smiles="C/C=N/SC"
C 2.4575 0.0888 -0.0439 -0.167 1.394 0.967 -0.8937
C 1.1073 -0.4697 0.0184 -1.832 -2.999 1.302 0.1862
N -0.0261 0.0459 0.3222 1.521 0.590 -1.359 -0.4171
S -1.4175 -0.8743 0.0276 -0.286 1.263 0.479 0.0109
C -2.6971 0.4652 -0.0334 0.033 -2.172 1.018 -0.7466
H 2.4279 1.0812 -0.5349 0.564 -0.527 0.455 0.2496
H 2.9629 0.0540 0.9401 -0.455 0.687 -0.151 0.2824
H 3.0028 -0.6621 -0.5407 0.946 -0.367 -1.365 0.3215
H 1.1702 -1.6207 -0.0769 -0.430 1.358 -0.377 0.2034
H -3.5069 -0.2901 0.0145 -0.393 1.030 -0.230 0.2434
H -2.7188 1.0505 -0.9199 0.173 0.135 -0.920 0.2824
H -2.7622 1.1313 0.8268 0.326 -0.391 0.181 0.2775

# 4
50
Properties=species:S:1:pos:R:3:forces:R:3:mulliken_charge:R:1 method="wB97M-V/def2-TZVPD" lumo_ev=-2.5 e_tot_ev=-87912.770 charge=+1 orbital_gap_ev=7.7198 relative_energy_kcal_mol=121.6 multiplicity=1
Zn -0.3354 0.1017 -0.0868 0.030 0.284 -0.821 1.9535
F -0.1911 1.5137 -1.4211 0.281 -0.183 -0.050 -0.9171
C 0.6069 0.5112 -4.8172 2.282 -3.083 -2.465 0.5765
O 1.1817 -0.0708 -5.7612 -0.893 0.050 0.582 -0.7358
N 0.7864 1.7613 -4.6111 1.289 6.204 0.180 -0.3608
N -0.1112 -0.0596 -3.8915 -2.216 -2.858 2.072 -0.2253
H 1.4425 2.2508 -5.2027 -0.244 -0.321 -0.083 0.2095
H 0.4815 2.3007 -3.8135 -0.271 -0.586 0.061 0.2063
H -0.1215 -1.0692 -3.8643 -0.008 0.286 -0.227 0.1473
H -0.3145 0.3884 -3.0094 0.055 0.345 0.087 0.1399
C 2.5067 -0.4124 -0.5336 -2.147 -1.340 0.165 0.5487
O 1.3886 -0.8879 -0.7095 -0.896 -1.936 0.245 -0.5076
N 3.5439 -0.9785 -0.0057 3.398 -4.503 2.477 -0.4204
N 2.7334 0.7931 -0.7481 1.048 7.604 -1.812 -0.2286
H 4.5128 -0.7373 -0.1575 -0.461 0.330 -0.164 0.1749
H 3.4284 -1.7969 0.5749 -0.047 -0.034 -0.554 0.1545
H 1.9964 1.4209 -1.0360 -0.380 -0.111 -0.444 0.1889
H 3.6041 1.2224 -0.4693 -0.318 -0.077 -0.090 0.1669
C -2.0160 -2.2224 -1.2841 0.235 -1.097 0.495 0.4563
O -1.4610 -1.1754 -1.2492 1.214 3.952 0.118 -0.4375
N -3.2038 -2.5109 -0.8433 -4.484 0.380 1.278 -0.3505
N -1.3924 -3.2903 -1.6498 3.027 -5.051 -2.376 -0.3911
H -3.6365 -3.4091 -1.0047 0.246 0.247 0.147 0.1526
H -3.8101 -1.7947 -0.4698 0.237 -0.049 -0.253 0.1849
H -0.3990 -3.3746 -1.8112 -0.151 0.982 -0.037 0.2174
H -1.8489 -4.1223 -1.9955 -0.310 0.227 0.369 0.1539
C 1.0949 1.8161 2.2677 -0.238 0.189 -2.160 0.4378
O 0.3775 1.4846 1.2658 2.063 1.159 3.362 -0.5787
N 1.8876 2.8902 2.2647 0.157 2.506 -2.410 -0.4762
N 1.2659 1.2713 3.4561 -1.233 -2.615 1.149 -0.3519
H 2.7216 3.0178 2.8200 -0.413 -0.082 -0.171 0.1865
H 1.6913 3.5022 1.4855 0.618 0.214 0.092 0.2681
H 1.6703 1.8451 4.1823 -0.343 -0.535 -0.016 0.1921
H 0.7741 0.4057 3.6266 0.165 0.085 0.677 0.2653
C -2.8281 1.5974 0.6933 0.384 -0.527 0.242 0.6505
O -2.0960 0.6736 0.6613 2.802 -4.380 0.437 -0.5483
N -2.8405 2.5032 1.5698 0.579 4.911 4.688 -0.3809
N -3.7943 1.7292 -0.1086 -4.440 -0.228 -4.654 -0.3933
H -2.2189 2.5238 2.3656 -0.074 0.202 -0.476 0.2125
H -3.4597 3.2660 1.3357 0.543 0.288 1.115 0.1336
H -4.4378 2.4974 0.0170 -0.285 -0.732 -0.676 0.1392
H -3.9502 0.9153 -0.6859 -0.409 0.719 -0.429 0.2091
C 0.4508 -1.7262 2.4766 -3.103 1.202 -5.256 0.4561
O -0.1688 -1.2146 1.5304 0.059 -0.325 0.578 -0.3813
N 1.2765 -2.6750 2.3443 4.814 -3.684 -1.768 -0.4353
N 0.1188 -1.5155 3.6764 -2.357 2.091 6.636 -0.5642
H 1.4838 -2.9377 1.3914 0.388 0.000 0.114 0.2739
H 1.9714 -2.7873 3.0686 0.025 -0.578 -0.313 0.2150
H 0.5093 -2.0972 4.4038 -0.278 0.029 -0.035 0.1433
H -0.8716 -1.3371 3.7627 0.063 0.427 0.372 0.2701